20
Properties=species:S:1:pos:R:3 method="wB97M-V/def2-TZVPD" lumo_energy_ev=0.39 e_above_lowest_ev=1.532 smiles="C=CN.O.O.O.O" homo_lumo_gap_ev=9.163 charge=0
C 0.458 -1.389 1.186
C 0.448 -0.081 1.480
N -0.660 0.789 1.336
H -0.420 -1.878 0.782
H 1.302 -1.976 1.529
H 1.308 0.503 1.793
H -0.663 1.034 0.343
H -1.586 0.456 1.580
O -3.824 0.666 0.850
H -3.711 1.505 0.417
H -4.755 0.444 0.773
O 3.347 0.687 0.170
H 3.623 0.093 -0.525
H 2.943 1.331 -0.388
O 1.982 -1.224 -1.976
H 1.529 -1.061 -1.150
H 1.987 -2.192 -1.970
O -0.927 0.877 -1.751
H -1.163 1.416 -2.520
H -1.217 0.001 -1.958



20
Properties=species:S:1:pos:R:3 method="wB97M-V/def2-TZVPD" lumo_energy_ev=0.41 e_above_lowest_ev=2.111 smiles="C=CN.O.O.O.O" homo_lumo_gap_ev=7.695 charge=0
C -1.665 0.835 -1.786
C -1.508 1.218 -0.495
N -0.965 0.456 0.525
H -1.811 -0.224 -1.950
H -1.392 1.592 -2.504
H -1.758 2.212 -0.143
H -0.416 1.051 1.123
H -0.421 -0.348 0.310
O -1.083 1.458 3.677
H -0.124 1.353 3.610
H -1.044 2.051 4.445
O -1.150 -3.079 -0.965
H -2.040 -2.856 -0.704
H -0.457 -2.975 -0.318
O 2.996 -0.487 -2.025
H 3.299 -1.277 -2.484
H 2.678 0.084 -2.732
O 1.903 -0.251 0.822
H 2.476 -0.527 1.547
H 2.481 -0.287 0.048



20
Properties=species:S:1:pos:R:3 method="wB97M-V/def2-TZVPD" lumo_energy_ev=3.92 e_above_lowest_ev=0.151 homo_lumo_gap_ev=9.511 charge=-1
C -1.584 0.798 -1.717
O -0.263 1.278 -1.653
C -2.124 0.282 -0.352
H -1.597 -0.077 -2.375
H -2.260 1.567 -2.106
H -2.320 -0.797 -0.394
H -2.999 0.793 0.044
H -1.331 0.314 0.393
H 0.893 -0.526 2.501
H 1.766 -0.409 0.608
O 0.488 -0.519 1.627
H 0.601 -2.079 1.110
H 1.859 -2.622 0.577
O 0.998 -2.972 0.851
H 1.712 1.828 0.397
H 2.119 -0.701 -0.857
O 2.551 -0.417 -0.043
H -0.028 1.475 -0.717
H 0.676 0.933 1.291
O 0.844 1.850 0.814



20
Properties=species:S:1:pos:R:3 method="wB97M-V/def2-TZVPD" lumo_energy_ev=3.86 e_above_lowest_ev=0.812 homo_lumo_gap_ev=9.203 charge=-1
C -1.437 1.821 1.043
O -0.658 0.772 1.689
C -2.115 1.298 -0.265
H -0.563 2.396 0.711
H -2.050 2.263 1.831
H -2.151 2.197 -0.891
H -3.099 0.839 -0.155
H -1.363 0.654 -0.713
H 0.543 -1.606 -2.032
H 1.161 -1.273 -0.475
O 0.377 -0.873 -1.417
H 1.268 0.553 -1.930
H 2.694 0.160 -1.563
O 2.217 0.824 -2.046
H 0.211 -2.038 1.070
H 1.828 -0.807 0.978
O 1.875 -1.548 0.377
H -0.768 -0.106 1.232
H -0.912 -1.497 0.120
O -0.735 -1.780 1.047



22
Properties=species:S:1:pos:R:3 method="wB97M-V/def2-TZVPD" lumo_energy_ev="0.18 / -5.55" homo_lumo_gap_ev="10.979 / 5.194" multiplicity=2 charge=0
Br -10.849 25.288 -23.882
C -6.351 26.689 -26.752
C -7.345 26.458 -25.561
O -7.998 25.208 -25.627
H -6.795 26.550 -27.737
H -5.566 25.933 -26.751
H -5.873 27.659 -26.617
H -8.179 27.156 -25.627
H -6.720 26.554 -24.674
H -8.817 25.257 -25.128
O -13.280 24.048 -22.147
H -12.495 24.374 -22.586
H -13.212 24.384 -21.253
O -10.845 21.860 -23.516
H -10.005 21.578 -23.154
H -10.813 22.816 -23.482
O -13.853 26.419 -25.202
H -12.958 26.083 -25.168
H -13.797 27.192 -25.764
O -11.716 28.192 -22.029
H -10.948 28.741 -21.868
H -11.367 27.413 -22.462



21
Properties=species:S:1:pos:R:3 method="wB97M-V/def2-TZVPD" lumo_energy_ev=0.55 e_above_lowest_ev=1.104 smiles=CNCN.O.O.O homo_lumo_gap_ev=10.012 charge=0
C -0.291 -0.053 1.916
N -1.347 -0.166 0.907
C -1.228 0.854 -0.129
N -2.401 1.039 -0.970
H -0.261 -0.997 2.469
H -0.400 0.826 2.546
H 0.668 -0.064 1.409
H -2.231 -0.398 1.326
H -0.892 1.822 0.277
H -0.406 0.491 -0.753
H -3.194 1.171 -0.350
H -2.602 0.136 -1.390
O -0.301 -2.439 -0.957
H -0.662 -1.821 -0.297
H -0.591 -2.101 -1.812
O 2.595 2.415 -1.775
H 2.389 1.514 -1.505
H 1.764 2.896 -1.860
O 3.371 -1.448 0.172
H 2.500 -1.673 -0.173
H 3.521 -2.002 0.947



21
Properties=species:S:1:pos:R:3 method="wB97M-V/def2-TZVPD" lumo_energy_ev=0.70 e_above_lowest_ev=1.326 smiles=NCCN.O.O.O homo_lumo_gap_ev=9.929 charge=0
N -1.345 -0.447 1.918
C -0.293 0.286 1.236
C -0.120 0.011 -0.270
N 0.105 1.307 -0.963
H -1.079 -1.408 2.037
H -2.251 -0.374 1.480
H 0.634 0.068 1.776
H -0.362 1.361 1.399
H 0.722 -0.608 -0.555
H -1.076 -0.395 -0.619
H 0.301 1.202 -1.960
H -0.676 1.947 -0.897
O -4.363 2.711 2.940
H -3.840 1.924 2.760
H -5.269 2.480 2.706
O 1.562 -6.019 -0.019
H 2.523 -6.111 -0.037
H 1.157 -6.887 0.115
O 4.765 3.262 -4.503
H 4.347 3.274 -3.634
H 4.558 2.416 -4.910



21
Properties=species:S:1:pos:R:3 method="wB97M-V/def2-TZVPD" lumo_energy_ev=0.69 e_above_lowest_ev=0.496 smiles=NCCN.O.O.O homo_lumo_gap_ev=9.898 charge=0
N -0.291 2.101 1.369
C 0.741 1.308 0.676
C 0.521 1.395 -0.840
N 1.344 0.412 -1.542
H 0.122 2.431 2.241
H -1.014 1.456 1.696
H 1.690 1.800 0.845
H 0.660 0.256 0.956
H 0.724 2.449 -1.105
H -0.516 1.254 -1.150
H 2.310 0.394 -1.247
H 1.296 0.548 -2.540
O 0.763 -2.272 -0.400
H 1.190 -1.395 -0.406
H 1.467 -2.896 -0.611
O -1.716 -0.932 1.937
H -1.893 -1.409 1.113
H -2.292 -1.343 2.586
O -1.930 -1.846 -0.889
H -0.985 -2.103 -0.910
H -2.191 -1.608 -1.781



22
Properties=species:S:1:pos:R:3 method="wB97M-V/def2-TZVPD" lumo_energy_ev="3.58 / 3.43" e_above_lowest_ev=1.630 homo_lumo_gap_ev="2.942 / 9.440" multiplicity=2 charge=-1
C -1.327 0.038 -2.430
N -1.092 1.107 0.551
C -0.457 0.044 -0.172
N -0.422 -0.397 -1.372
H -0.604 0.265 -3.270
H -1.937 0.921 -2.298
H -1.901 -0.883 -2.755
H -2.080 1.191 0.476
H -0.906 0.856 1.593
H 0.222 -0.449 0.536
H 0.639 2.633 -0.291
H -0.500 3.576 0.206
O 0.387 3.576 -0.368
H 1.188 0.777 1.684
H 2.365 1.927 1.599
O 2.165 0.931 1.812
H 0.033 -2.497 1.441
H 1.510 -2.171 2.229
O 0.795 -1.887 1.777
H 0.387 -2.597 -0.771
H 1.248 -3.578 0.012
O 0.288 -3.383 -0.188



21
Properties=species:S:1:pos:R:3 method="wB97M-V/def2-TZVPD" lumo_energy_ev=-0.83 e_above_lowest_ev=3.345 smiles="[SiH2]=N[SiH3].CN(C)[SiH3]" homo_lumo_gap_ev=7.508 charge=0
Si 3.115 -1.701 -0.592
N 3.313 -0.095 -0.349
Si 3.165 1.463 0.370
H 4.181 -2.534 -0.115
H 1.774 -2.176 -1.031
H 1.797 2.117 0.299
H 3.861 2.539 -0.420
H 4.013 1.717 1.557
C -2.777 0.624 0.943
N -1.798 0.175 0.083
C -2.377 -0.419 -1.073
Si -0.090 -0.272 0.389
H -3.804 0.238 0.797
H -2.681 0.186 1.926
H -2.848 1.744 1.123
H -2.790 0.344 -1.701
H -1.642 -0.928 -1.680
H -3.047 -1.355 -0.944
H 0.086 -1.581 1.034
H 0.245 0.652 1.411
H 0.415 -0.161 -0.940



23
Properties=species:S:1:pos:R:3 method="wB97M-V/def2-TZVPD" lumo_energy_ev=-2.51 e_above_lowest_ev=0.677 homo_lumo_gap_ev=9.153 charge=+1
C 1.680 0.414 0.248
C -0.458 0.366 -1.193
N 2.116 -0.869 0.071
N 2.186 1.504 -0.432
N 0.968 0.698 1.357
N -1.508 0.514 -0.413
N -0.842 -0.936 2.690
N -0.779 0.270 -2.574
N -2.021 -0.112 -3.133
H 1.693 -1.774 0.386
H 2.903 -0.881 -0.512
H 1.983 2.427 -0.092
H 2.377 1.366 -1.424
H 0.548 -0.100 1.883
H 0.638 1.610 1.259
H -2.454 0.380 -0.913
H -1.741 0.616 0.524
H -0.380 -1.098 3.580
H -1.372 -1.805 2.420
H 0.034 0.194 -3.186
H -1.889 -0.333 -4.100
H -2.778 0.606 -3.015
H -1.465 -0.194 2.861



20
Properties=species:S:1:pos:R:3 method="wB97M-V/def2-TZVPD" lumo_energy_ev=-2.75 e_above_lowest_ev=0.427 homo_lumo_gap_ev=12.615 charge=+1
C 1.394 1.086 -0.721
C 0.817 0.038 -1.695
N -0.651 -0.162 -1.283
H 2.235 1.587 -1.198
H 1.786 0.715 0.217
H 0.610 1.832 -0.614
H 1.402 -0.870 -1.606
H 0.732 0.329 -2.747
H -1.188 0.614 -1.682
H -1.030 -0.996 -1.767
H -0.752 -0.405 -0.282
H -1.223 -2.430 1.511
H -0.065 -1.389 1.611
O -0.888 -1.604 1.146
H -3.185 2.138 -0.009
H -1.768 2.676 0.108
O -2.271 1.932 -0.239
H 2.365 -0.491 2.570
H 2.144 -1.943 2.652
O 1.824 -1.178 2.153



20
Properties=species:S:1:pos:R:3 method="wB97M-V/def2-TZVPD" lumo_energy_ev="-7.70 / -15.35" e_above_lowest_ev=2.366 homo_lumo_gap_ev="9.937 / 2.283" multiplicity=2 charge=+2
C -2.575 1.560 2.409
C -1.392 2.345 1.930
N -0.187 1.644 1.643
H -3.559 2.083 2.433
H -2.600 1.453 3.585
H -2.636 0.587 1.953
H -1.271 3.184 2.461
H -1.833 2.822 1.040
H 0.569 2.230 1.262
H 0.273 1.306 2.485
H -0.434 0.958 0.865
H 1.510 -2.694 -2.637
H 1.924 -3.622 -1.228
O 1.462 -2.798 -1.589
H -0.503 0.078 -0.683
H 0.828 -1.060 -0.924
O 0.371 -0.225 -0.328
H 4.029 -3.096 -5.131
H 2.692 -3.643 -5.060
O 3.332 -3.112 -4.486



21
Properties=species:S:1:pos:R:3 method="wB97M-V/def2-TZVPD" lumo_energy_ev=-3.06 e_above_lowest_ev=0.685 homo_lumo_gap_ev=11.203 charge=+1
C 1.308 0.552 1.177
O 0.748 1.916 1.182
C 0.282 -0.289 1.838
N -0.905 -0.526 0.953
H 2.279 0.622 1.617
H 1.464 0.330 0.117
H 1.364 2.430 1.719
H 0.671 -1.284 2.278
H -0.135 0.305 2.691
H -0.726 -1.001 0.035
H -1.146 0.402 0.566
H -1.636 -0.937 1.500
H 0.149 -2.642 -1.328
H 0.916 -1.424 -1.943
O 0.265 -1.686 -1.289
H -3.367 -0.126 -1.410
H -2.662 1.265 -1.430
O -2.914 0.525 -0.866
H 0.625 0.626 -2.775
H 2.076 0.213 -2.494
O 1.342 0.728 -2.137



21
Properties=species:S:1:pos:R:3 method="wB97M-V/def2-TZVPD" lumo_energy_ev=0.49 e_above_lowest_ev=1.120 smiles=CSC.O.O.O.O homo_lumo_gap_ev=9.466 charge=0
C -2.245 0.827 -1.846
S -1.664 0.908 -0.101
C -2.504 -0.598 0.442
H -3.210 1.284 -1.857
H -2.011 -0.177 -2.179
H -1.648 1.478 -2.430
H -2.891 -0.489 1.452
H -3.314 -0.836 -0.235
H -1.816 -1.436 0.465
O 1.056 0.859 1.749
H 1.658 1.582 1.935
H 0.248 1.202 1.351
O 3.382 -0.484 0.315
H 2.883 -1.043 0.925
H 2.669 -0.286 -0.310
O 1.866 1.514 -1.482
H 2.671 1.756 -1.008
H 1.232 2.181 -1.202
O 1.562 -2.783 1.166
H 1.356 -2.314 1.981
H 0.723 -3.146 0.870



21
Properties=species:S:1:pos:R:3 method="wB97M-V/def2-TZVPD" lumo_energy_ev=-0.15 e_above_lowest_ev=1.955 smiles=CSC.O.O.O.O homo_lumo_gap_ev=8.095 charge=0
C 1.950 2.311 -2.535
S 2.939 3.368 -1.470
C 3.973 2.198 -0.417
H 1.842 2.951 -3.397
H 1.088 1.842 -2.015
H 2.595 1.439 -2.798
H 4.941 2.687 -0.425
H 3.422 2.066 0.563
H 3.813 1.182 -0.878
O -4.077 -1.917 -0.900
H -4.519 -2.317 -0.122
H -3.690 -1.151 -0.458
O -4.332 -3.499 1.520
H -4.548 -4.090 0.791
H -3.686 -3.953 2.094
O -0.858 2.078 0.691
H -0.610 1.674 1.588
H -1.517 1.355 0.572
O 0.515 -2.744 2.892
H 0.594 -1.990 2.304
H 0.166 -3.490 2.400



21
Properties=species:S:1:pos:R:3 method="wB97M-V/def2-TZVPD" lumo_energy_ev=0.03 e_above_lowest_ev=2.222 smiles="C=C.O.O.O.O.O" homo_lumo_gap_ev=9.567 charge=0
C -1.430 -2.791 -1.188
C -0.756 -2.929 -2.331
H -1.778 -1.790 -0.975
H -2.004 -3.638 -0.823
H -0.082 -2.183 -2.731
H -0.890 -3.806 -2.968
O -0.186 3.011 -2.615
H 0.642 3.433 -2.436
H -0.599 2.974 -1.761
O -0.549 0.507 -1.020
H 0.235 0.523 -1.592
H -0.169 0.026 -0.259
O 0.048 -1.522 0.993
H 0.415 -1.558 1.870
H 0.642 -1.791 0.288
O -0.311 0.847 3.856
H 0.037 1.220 3.030
H -0.363 1.669 4.355
O 2.452 2.279 2.344
H 2.644 3.212 2.478
H 2.002 2.309 1.486



20
Properties=species:S:1:pos:R:3 method="wB97M-V/def2-TZVPD" lumo_energy_ev=0.04 e_above_lowest_ev=0.690 smiles=C[Si@H]([SiH3])[Si@H](C)[SiH3] homo_lumo_gap_ev=9.591 charge=0
C -1.584 0.016 -2.022
Si -1.080 -0.783 -0.386
Si -2.316 0.684 1.126
Si 1.158 -0.613 -0.168
C 1.734 -1.485 1.410
Si 2.243 1.438 -0.074
H -1.288 0.996 -2.147
H -1.315 -0.504 -2.956
H -2.614 0.023 -2.224
H -1.850 -2.153 -0.436
H -1.731 0.940 2.343
H -3.341 -0.265 1.333
H -3.198 1.914 0.755
H 2.193 -1.057 -1.499
H 1.099 -1.309 2.165
H 1.798 -2.530 1.422
H 2.632 -1.127 1.768
H 2.187 1.768 -1.573
H 1.543 2.737 0.698
H 3.730 1.309 0.467



31
Properties=species:S:1:pos:R:3 method="wB97M-V/def2-TZVPD" lumo_energy_ev="0.65 / 0.37" homo_lumo_gap_ev="5.811 / 4.933" multiplicity=6 charge=-1
Fe 1.506 12.544 -29.390
P 1.981 10.032 -30.007
O 2.915 11.299 -30.030
O 2.990 8.980 -29.341
O 1.420 9.682 -31.405
O 1.056 10.709 -29.105
C 2.199 14.253 -25.452
C 2.877 13.659 -26.645
O 4.129 13.687 -26.628
O 2.218 12.882 -27.401
H 2.890 14.418 -24.625
H 1.581 13.451 -25.048
H 1.711 15.210 -25.640
O 4.759 11.067 -27.739
H 4.097 11.695 -27.450
H 5.584 11.416 -27.401
O 5.414 15.781 -27.739
H 4.603 15.983 -28.206
H 5.172 15.089 -27.124
O -1.174 12.016 -26.032
H -1.676 11.939 -26.843
H -0.276 11.798 -26.284
O 0.133 15.800 -27.672
H 0.857 16.426 -27.677
H -0.420 16.079 -26.943
O 6.964 12.504 -26.651
H 7.218 13.168 -27.292
H 6.100 12.781 -26.348
O 1.881 10.903 -23.293
H 2.483 10.858 -24.037
H 1.126 10.381 -23.564



22
Properties=species:S:1:pos:R:3 method="wB97M-V/def2-TZVPD" lumo_energy_ev=0.52 e_above_lowest_ev=1.358 smiles=CCN.O.O.O.O homo_lumo_gap_ev=11.109 charge=0
C -0.615 0.012 -3.786
C -0.185 1.217 -2.951
N 0.586 0.648 -1.718
H 0.325 -0.442 -4.273
H -1.409 0.181 -4.604
H -0.976 -0.649 -3.082
H -0.979 1.907 -2.591
H 0.502 1.746 -3.488
H 1.068 1.489 -1.309
H 1.488 0.176 -1.968
O -2.005 -0.023 3.023
H -2.353 -0.502 2.280
H -1.345 0.512 2.615
O 1.042 -1.806 2.534
H 0.566 -1.715 1.703
H 0.544 -2.276 3.216
O 2.045 0.929 1.673
H 2.138 -0.042 1.450
H 1.462 0.893 2.392
O -0.935 -0.543 0.326
H -1.073 -1.539 0.089
H -0.432 -0.106 -0.430



22
Properties=species:S:1:pos:R:3 method="wB97M-V/def2-TZVPD" lumo_energy_ev=0.72 e_above_lowest_ev=1.421 smiles=CCN.O.O.O.O homo_lumo_gap_ev=10.652 charge=0
C -1.076 -1.429 -1.017
C -1.312 -0.657 0.244
N -0.518 0.558 0.479
H -1.452 -0.837 -1.864
H -1.394 -2.451 -0.981
H 0.052 -1.476 -1.162
H -1.242 -1.349 1.028
H -2.335 -0.245 0.399
H -1.075 1.240 0.924
H -0.593 0.898 -0.530
O -0.539 1.324 3.764
H -0.498 1.335 4.715
H 0.223 1.514 3.219
O 2.103 -0.467 -1.880
H 1.902 -0.554 -0.956
H 2.377 -1.432 -1.952
O 0.064 2.093 -2.298
H 0.747 1.449 -2.267
H -0.096 2.286 -3.219
O 1.853 -0.474 0.842
H 1.911 -1.223 1.467
H 0.897 -0.103 1.045



23
Properties=species:S:1:pos:R:3 method="wB97M-V/def2-TZVPD" lumo_energy_ev=-4.88 e_above_lowest_ev=8.035 homo_lumo_gap_ev=4.261 charge=0
C 2.039 0.174 1.470
N 1.112 0.863 0.638
C -0.238 0.685 0.873
O -0.390 0.565 -1.765
H 2.200 -0.851 1.090
H 2.985 0.721 1.422
H 1.811 0.167 2.533
H -0.697 1.630 0.509
H -0.423 0.664 1.937
H -0.785 -0.081 0.260
H -0.253 0.587 -2.719
H 1.531 -3.136 0.091
H 1.343 0.585 -0.370
O 0.970 -2.355 0.054
H 1.480 -1.726 -0.522
H 2.242 -0.235 -2.167
O 2.115 -0.445 -1.237
H -3.464 0.996 -1.834
H -1.449 0.737 -1.565
O -2.744 0.735 -1.260
H -3.059 0.384 0.190
H -3.340 -0.778 1.197
O -2.987 0.115 1.173



24
Properties=species:S:1:pos:R:3 method="wB97M-V/def2-TZVPD" lumo_energy_ev=-0.08 e_above_lowest_ev=2.006 smiles=CCS.O.O.O.O.O homo_lumo_gap_ev=9.002 charge=0
C 1.304 1.452 -0.139
C 1.768 0.710 1.143
S 3.206 -0.465 1.337
H 2.340 1.817 -0.522
H 0.891 2.406 0.234
H 0.965 1.076 -1.092
H 1.810 1.417 1.943
H 0.967 0.027 1.408
H 2.520 -1.459 0.727
O -1.325 2.125 0.071
H -1.402 1.915 1.037
H -0.960 1.288 -0.229
O -2.412 0.284 1.774
H -2.741 -0.520 1.368
H -1.992 0.078 2.614
O -0.797 -1.962 0.853
H -1.228 -1.557 0.094
H 0.076 -2.203 0.523
O -2.345 -0.568 -1.633
H -1.893 -0.313 -2.440
H -3.263 -0.274 -1.697
O 1.785 -2.049 -2.369
H 1.835 -1.090 -2.267
H 0.892 -2.136 -2.738